Formula: C28H61N21O8
Source: OMol25
Level of theory: ωB97M-V with the def2-TZVPD basis set

```
118
C28H61N21O8 | OMol25 | ωB97M-V with the def2-TZVPD basis set
C 18.76092 13.68207 22.67831
O 18.69191 14.25013 21.61276
N 19.70759 13.65820 23.58819
N 17.72641 13.09720 23.21038
H 20.51356 14.23151 23.38365
H 19.69940 12.95264 24.31084
H 17.77691 12.67120 24.12475
H 16.89222 13.54009 22.85248
C 22.76690 17.42508 30.89641
O 21.68324 17.36858 30.34536
N 23.78683 17.84862 30.19194
N 22.96767 17.19605 32.14391
H 23.60090 18.18013 29.25619
H 24.72987 17.77056 30.54503
H 22.33478 16.82061 32.83572
H 23.88819 17.34350 32.53249
C 26.39285 15.87095 29.94874
O 27.04050 16.88214 29.97030
N 25.52424 15.51969 30.84406
N 26.46899 14.98274 29.04736
H 25.33230 14.52819 30.83060
H 25.43228 16.13140 31.64247
H 27.11661 15.16138 28.29319
H 25.74959 14.27902 28.96159
C 22.51423 15.50539 26.35474
O 21.78229 14.55488 26.20246
N 22.61410 16.40301 25.47242
N 23.28259 15.71194 27.38163
H 22.21009 16.23820 24.56153
H 22.96775 17.29475 25.78837
H 23.28382 15.08045 28.16987
H 23.74750 16.59634 27.52928
C 27.40661 19.43075 27.45545
O 27.46277 20.25953 26.60058
N 26.33197 18.85182 27.92684
N 28.40281 19.05082 28.15548
H 26.53479 18.12229 28.59523
H 25.39116 19.04910 27.61691
H 29.28761 19.53607 28.19731
H 28.12019 18.57573 29.00077
C 22.53631 19.49644 27.33847
O 23.59249 18.88921 27.38850
N 22.21300 20.15643 26.25806
N 21.60537 19.44072 28.27651
H 21.37472 20.71478 26.33306
H 22.99902 20.18467 25.62444
H 21.69340 18.76593 29.02284
H 20.82590 20.08045 28.21933
C 26.65704 14.00541 25.80409
O 26.64343 15.14678 26.08424
N 25.61183 13.26639 25.53915
N 27.75169 13.30090 25.93238
H 24.68221 13.65612 25.60252
H 25.82465 12.28515 25.42976
H 28.52475 13.77146 26.38075
H 27.82455 12.32455 25.68431
C 24.19071 12.11759 29.11408
O 24.27201 12.70048 30.19413
N 23.09539 11.92252 28.43926
N 25.20966 11.57682 28.48687
H 22.26583 12.38448 28.78354
H 23.15897 11.32944 27.62421
H 26.15778 11.69262 28.81514
H 25.04531 10.95875 27.70515
C 24.39045 13.77820 22.15057
C 24.17732 14.50422 20.83462
C 23.75092 15.89018 21.02078
C 22.45484 15.91415 21.77425
N 21.44023 16.01053 22.33671
H 23.50479 13.65663 22.77421
H 25.06300 14.36605 22.77524
H 24.86183 12.80532 22.01132
H 23.38812 13.97384 20.30175
H 25.12189 14.40512 20.29977
H 23.65202 16.39552 20.06008
H 24.48640 16.31939 21.70118
C 17.94065 16.47849 25.98161
C 19.21037 16.91839 26.77441
C 19.18780 16.70703 28.30144
C 18.74367 17.91148 29.18744
N 18.45886 18.83010 29.84413
H 17.75418 15.40883 26.07734
H 18.06393 16.59869 24.90529
H 17.00388 16.95294 26.27395
H 19.47840 17.93601 26.49031
H 19.99911 16.23915 26.45097
H 20.22395 16.47736 28.54993
H 18.44297 15.93529 28.49572
N 20.92655 14.45856 31.15963
C 20.75075 14.00634 29.89524
C 20.46815 12.64444 30.01574
C 20.35660 12.27991 31.36549
C 20.62566 13.43963 32.02479
H 21.22479 15.38092 31.44319
H 20.82517 14.61423 29.00568
H 20.26486 11.95252 29.21180
H 20.25321 11.28086 31.76248
H 20.59835 13.65263 33.08323
N 25.52967 19.80944 24.62931
C 24.95071 20.93775 24.17534
C 23.79904 20.57057 23.51545
C 23.66412 19.19965 23.52651
C 24.71463 18.71445 24.28113
H 26.39483 19.82891 25.15009
H 25.43150 21.88287 24.38026
H 23.11090 21.22273 22.99819
H 22.87436 18.65352 23.03211
H 25.03542 17.75791 24.66652
N 19.82115 12.48923 26.26096
C 20.30433 11.27260 25.86307
C 19.21399 10.42619 25.57836
C 18.03032 11.13005 25.92776
C 18.44806 12.41838 26.28448
H 20.37618 13.30607 26.47263
H 21.37309 11.13529 25.93584
H 19.29426 9.41891 25.19712
H 17.01151 10.82138 25.74569
H 17.82678 13.24084 26.60693
```

Calculated values
max |F|: 6.69 eV/A
gap between HOMO and LUMO (spin up / spin down): 2.24 / 8.28 eV
multiplicity: 2
E_LUMO (spin up / spin down): 1.952 / 1.927 eV
charge: -1
<S²>: 0.75